A 7-piece molecular cluster, C63H78Cl2F6N2O4PS overall in a non-equilibrium geometry. Source: the Open Molecules 2025 dataset; level of theory: wB97M-V/def2-TZVPD.

The value obtained for the LUMO energy is -0.162 Ha. Its total charge is +1. The total energy is -139214.271 eV.

Geometry as XYZ:
```
157
Properties=species:S:1:pos:R:3:forces:R:3
C 1.9804 1.1757 -7.7550 -0.4808 0.2560 1.2904
C 1.7159 2.3052 -6.8389 -0.7802 -0.2539 -1.6011
C 1.9421 2.4163 -5.2283 -0.3846 0.3790 -0.3196
C 3.5259 2.1409 -5.1292 2.4577 0.8468 0.0557
N 4.0285 0.7373 -5.3128 1.4845 0.7994 0.5821
N 1.8676 3.8742 -4.7271 -3.5858 1.2616 2.2305
P 3.0283 5.2151 -4.8299 1.3441 2.0997 -2.6954
S 3.5696 5.6059 -6.6760 -0.2780 -0.5483 1.2010
C 0.7174 4.1850 -4.0598 1.2919 -0.9666 -1.0058
C -0.4149 2.9151 -3.9371 3.5160 3.6743 -0.2411
C -0.9457 3.3100 -2.4548 0.7435 1.8833 0.2841
C -1.8395 2.4745 -1.4836 -1.7041 -0.5103 2.7400
C -3.0496 1.4953 -1.9318 -0.5164 -1.2257 1.6218
C -2.6178 -0.1177 -2.0723 -1.7274 0.7843 -0.9296
C -4.0374 -0.9050 -2.4790 0.1776 -0.8736 0.4923
C -3.7755 -2.1106 -3.5625 0.2284 -0.5502 -0.7095
C -4.9088 -2.2436 -4.7403 -0.0677 -1.4502 -0.1942
C -6.4545 -1.9970 -4.2512 -0.3667 -0.0233 -1.5796
C -7.0015 -0.6434 -5.0270 -0.8196 0.4143 -0.1799
C -7.8919 0.3593 -4.0829 0.2486 -0.1366 -0.5988
C -1.3078 3.3641 -5.2824 -0.2175 -1.2854 -0.5718
Cl -1.6200 5.2418 -5.2872 0.8864 -1.5418 0.1253
C -2.7721 2.7401 -5.4996 -1.7082 2.5021 -2.0898
C -3.9663 3.6879 -4.8029 -1.0819 -1.9743 0.5168
Cl -3.0128 0.9276 -5.3201 0.4969 1.5844 0.1689
C 0.8101 1.7722 -4.1655 -0.1153 -0.2692 -2.6541
C 1.7608 1.3522 -2.9362 -0.0970 -1.2763 0.8505
C 1.1621 0.8886 -1.5050 0.8706 4.4760 7.2785
O 1.3109 1.7300 -0.4383 -0.9390 -5.2246 -7.4569
O 0.5658 -0.4054 -1.1212 3.4166 0.5000 -0.0677
C 1.4905 -1.2145 -0.2999 5.5905 -0.2905 2.0934
C 0.9136 -2.6629 0.2577 -0.7826 -0.1186 -0.1418
O 2.7545 -0.9093 0.0001 -8.2023 -1.1427 -2.5365
O 0.2065 0.8414 -5.1051 0.7835 -1.1467 2.4516
C 0.1973 -0.5542 -4.7471 -1.2020 -2.9481 -0.6110
C 1.4082 -1.4979 -5.3172 0.0028 -1.3530 0.3251
C 2.1587 -2.2824 -4.0441 0.4599 -0.2265 -0.7226
H 2.9391 1.1655 -8.4472 -2.9699 0.9638 0.2136
H 1.3005 0.1970 -7.8273 2.4110 1.5965 1.4374
H 1.2215 3.2666 -7.3504 2.7996 -1.3311 1.0464
H 4.0457 2.7827 -5.9940 -1.6028 -1.0499 1.9083
H 4.0309 2.5513 -4.1279 -1.5371 -0.5906 -1.8620
H 4.8177 0.7601 -6.0276 -1.5597 -0.0777 1.1390
H 4.5385 0.4925 -4.4145 -0.9676 0.1098 -1.4841
H 2.3258 6.4208 -4.3704 0.2224 -1.6085 0.3619
H 4.1819 5.0610 -3.9696 -1.2135 -0.4289 -0.0087
H 0.6335 5.2571 -3.6032 -0.0482 -2.2350 -0.8024
H 0.0513 3.5973 -1.8520 -2.0714 -0.8114 -1.1404
H -1.4602 4.3833 -2.6029 0.9827 -2.4260 0.0965
H -1.2590 1.8388 -0.6505 -0.7713 1.4399 -2.2280
H -2.3858 3.2848 -0.7799 1.4105 -1.6045 -1.7616
H -3.7815 1.4471 -0.9814 1.6308 0.3352 -2.1245
H -3.7493 1.8606 -2.7864 1.6414 -0.7070 1.3265
H -2.1770 -0.5327 -1.0552 -0.7841 0.9812 -2.2828
H -1.9166 -0.2581 -2.9921 -0.9623 0.2034 1.9440
H -4.8600 -0.1589 -2.8788 1.8348 -1.3952 0.6832
H -4.5025 -1.4233 -1.5146 0.9733 1.2868 -1.9521
H -2.7303 -1.9848 -4.1230 -2.1107 -0.0958 1.2984
H -3.7103 -3.1811 -3.0427 -0.1636 2.4584 -0.8607
H -4.8587 -3.3738 -5.1201 0.0663 2.4253 0.7546
H -4.6695 -1.5940 -5.7090 -0.5030 -1.1772 2.2962
H -6.6153 -1.9867 -3.0923 0.5392 0.2620 -2.1928
H -7.1294 -2.8900 -4.6663 1.5540 1.8800 1.0311
H -6.1315 0.0092 -5.4878 -1.5490 -1.5494 1.0096
H -7.6867 -0.9598 -5.9513 1.6063 0.5187 2.0247
H -8.8063 0.7438 -4.7079 1.6990 -0.6548 1.4186
H -8.2616 -0.2092 -3.1290 0.6549 1.2850 -1.7799
H -7.2179 1.2797 -3.8132 -1.4637 -1.7304 -0.1701
H -0.7351 3.2238 -6.2894 -0.6759 0.0011 2.2723
H -3.0092 2.9234 -6.6633 0.8296 -0.5636 2.6050
H -4.3525 4.5288 -5.5285 1.1630 -1.6585 1.5971
H -4.8836 2.9400 -4.6543 1.9094 1.6420 -0.3151
H -3.6813 4.0593 -3.7304 -0.5154 -0.5028 -2.2093
H 2.4274 0.4208 -3.2763 -1.3554 2.1658 0.4701
H 2.4342 2.3041 -2.6696 -1.6292 -2.3753 -0.4168
H 1.7454 -3.4958 0.2477 -1.3496 2.1459 -0.1443
H 0.5450 -2.5781 1.3852 0.8462 0.2154 -2.5103
H 0.0123 -3.0737 -0.3817 1.7848 1.1285 1.2214
H -0.7982 -1.0081 -5.2348 2.0812 1.3127 1.0790
H 0.0965 -0.8023 -3.6095 0.2129 1.0210 -1.9112
H 0.9331 -2.3889 -5.9552 0.8714 2.1531 1.2911
H 2.1740 -0.9782 -6.0236 -1.4625 -0.6479 1.6188
H 1.9492 -1.7804 -3.0093 0.2474 -0.9729 -1.9266
H 3.3270 -2.2681 -4.2043 -2.3427 -0.1648 0.3358
H 1.7939 -3.4167 -4.0291 0.8734 2.5813 0.1880
F 6.1782 -4.7503 -2.2528 0.0281 0.0012 -0.2407
C 5.9378 -4.6351 -0.9400 -0.1803 0.0744 1.0786
C 5.4892 -3.4215 -0.4305 -0.0102 -0.0127 -0.0898
C 5.2337 -3.3025 0.9356 0.0828 -0.4125 0.0091
C 5.4405 -4.3966 1.7794 -0.0118 0.0454 -0.0392
C 5.8958 -5.6091 1.2592 -0.0901 0.3591 -0.1890
C 6.1404 -5.7308 -0.1084 0.0276 -0.0314 -0.0738
H 5.3423 -2.5801 -1.0999 -0.0095 -0.0821 0.0356
H 4.8753 -2.3603 1.3426 0.0558 -0.1356 -0.1321
H 5.2454 -4.3021 2.8455 0.0322 -0.0101 -0.1860
H 6.0598 -6.4580 1.9185 -0.0282 0.1399 -0.1609
H 6.4860 -6.6685 -0.5309 -0.0137 0.1181 0.0028
F -4.6218 3.9652 -0.7497 0.0318 0.0281 -0.5528
C -4.8622 4.0804 0.5631 -0.3043 0.1442 1.4596
C -5.3108 5.2940 1.0726 0.0280 -0.0022 -0.1057
C -5.5663 5.4129 2.4387 0.1581 -0.4403 -0.0462
C -5.3595 4.3188 3.2825 -0.0004 0.0319 -0.0923
C -4.9042 3.1064 2.7623 -0.0744 0.3438 -0.0973
C -4.6596 2.9846 1.3947 0.0373 0.0543 -0.1183
H -5.4577 6.1353 0.4032 -0.0009 -0.1037 0.0323
H -5.9247 6.3552 2.8457 0.0768 -0.1617 -0.1187
H -5.5546 4.4134 4.3486 0.0547 -0.0303 -0.2078
H -4.7402 2.2575 3.4216 -0.0440 0.1301 -0.1649
H -4.3140 2.0470 0.9722 -0.0426 0.0896 0.0656
F 9.3850 -2.6244 3.1146 0.0218 -0.1365 0.0536
C 9.0421 -1.4273 2.6206 -0.2591 0.9291 -0.3777
C 9.5547 -0.2739 3.2042 0.0292 -0.0333 0.0458
C 9.2019 0.9725 2.6870 -0.2366 -0.3120 -0.2570
C 8.3309 1.0520 1.5977 0.0241 -0.0190 0.0407
C 7.8176 -0.1112 1.0220 0.2940 0.0686 0.3623
C 8.1794 -1.3577 1.5324 0.0117 -0.1132 0.0048
H 10.2234 -0.3550 4.0550 -0.0612 -0.0346 -0.0985
H 9.6035 1.8799 3.1312 -0.0625 -0.1970 -0.0500
H 8.0525 2.0246 1.1974 0.0569 -0.1779 0.0810
H 7.1366 -0.0467 0.1769 0.1155 -0.0645 0.1367
H 7.7969 -2.2722 1.0915 0.0564 0.0589 0.0829
F -4.7972 0.2729 4.9699 -0.1633 -0.1555 -0.3218
C -4.2063 0.8703 6.0133 0.5998 0.5371 1.0372
C -2.9738 0.4062 6.4596 -0.0031 0.0294 -0.0843
C -2.3559 1.0312 7.5427 -0.4277 0.2825 -0.1145
C -2.9831 2.1075 8.1749 0.0373 -0.0593 -0.0608
C -4.2225 2.5629 7.7227 0.2841 -0.3005 -0.1230
C -4.8349 1.9448 6.6327 -0.0301 -0.0359 -0.0906
H -2.5056 -0.4364 5.9614 -0.0826 0.0608 0.0301
H -1.3886 0.6808 7.8943 -0.1930 0.0233 -0.0721
H -2.5028 2.5919 9.0224 -0.1079 -0.1025 -0.1631
H -4.7108 3.3981 8.2189 0.0678 -0.1600 -0.1207
H -5.7940 2.2915 6.2625 0.0478 -0.0872 0.0246
F 2.4929 -1.9417 8.3091 -0.1801 0.0787 0.1176
C 3.4857 -2.4122 7.5425 0.8246 -0.3906 -0.6234
C 3.9569 -1.6426 6.4846 -0.0574 0.0385 0.0262
C 4.9941 -2.1299 5.6894 -0.0973 -0.3532 0.2959
C 5.5415 -3.3876 5.9546 -0.0432 0.0452 -0.0269
C 5.0582 -4.1548 7.0156 -0.1112 0.3723 -0.1488
C 4.0288 -3.6624 7.8174 -0.0673 0.0139 0.0381
H 3.5138 -0.6716 6.2886 0.0312 -0.0904 0.0676
H 5.3749 -1.5326 4.8647 -0.0794 -0.0720 0.1444
H 6.3474 -3.7693 5.3313 -0.1184 0.0792 0.1269
H 5.4830 -5.1351 7.2175 -0.0918 0.1940 0.0040
H 3.6471 -4.2415 8.6517 0.0053 0.0866 -0.0746
F -3.7914 -1.2047 9.1169 -0.0515 0.1412 0.0449
C -3.5507 -2.5224 9.1393 0.1619 -1.0212 0.0232
C -2.2472 -2.9825 8.9884 0.0021 0.0692 -0.0164
C -1.9956 -4.3542 9.0168 -0.4749 0.0295 0.0373
C -3.0529 -5.2517 9.1850 0.0501 0.0480 -0.0134
C -4.3584 -4.7802 9.3306 0.3730 0.1996 -0.0530
C -4.6082 -3.4083 9.3133 -0.0232 0.0594 -0.0164
H -1.4398 -2.2709 8.8504 -0.0892 -0.0354 0.0435
H -0.9790 -4.7238 8.9075 -0.1733 0.1089 0.0117
H -2.8567 -6.3217 9.2026 -0.0437 0.2100 0.0027
H -5.1802 -5.4809 9.4573 0.1375 0.1644 -0.0051
H -5.6157 -3.0242 9.4340 0.1145 0.0078 -0.0259
```
Forces are in eV/Å.